[1]
The following is a DFT calculation (ωB97M-V with the def2-TZVPD basis set) of a molecular structure, C23H26BrNO6RuS2.

Positions of all 60 atoms, in Å:
Ru: 0.75129 -0.30778 -0.77872
C: 1.58038 -2.57880 2.28495
C: 1.21171 -1.14174 2.19186
C: 0.12455 -0.63563 3.01470
C: -0.56951 -1.54355 3.94813
C: -0.22951 0.73006 2.95579
C: -1.49285 1.21412 3.59704
C: 0.66494 1.62561 2.39344
C: 0.45682 3.09274 2.61038
C: 1.82637 1.15542 1.68635
C: 2.90305 2.13709 1.38730
C: 1.99322 -0.24073 1.42047
C: 3.21240 -0.78455 0.68789
H: 2.14705 -2.92811 1.42983
H: 0.70285 -3.21130 2.39352
H: 2.20198 -2.72603 3.17805
H: -1.19621 -2.23676 3.38019
H: -1.19887 -1.01914 4.65826
H: 0.14468 -2.16550 4.49193
H: -2.27667 0.46280 3.53166
H: -1.85663 2.12104 3.12159
H: -1.33114 1.43765 4.65582
H: -0.21984 3.50122 1.85258
H: 1.38231 3.65640 2.56307
H: 0.00359 3.27915 3.58150
H: 3.73560 1.72513 0.83464
H: 3.29915 2.50207 2.34178
H: 2.52122 3.00762 0.85154
H: 2.93051 -1.54045 -0.05425
H: 3.89035 -1.27794 1.38734
H: 3.77181 -0.01591 0.17258
O: -1.69116 -2.90603 0.79379
S: -1.19568 -2.06520 -0.24262
O: 0.24896 -2.31252 -0.59962
O: -1.19707 -0.59579 0.12128
C: -2.16363 -2.30797 -1.68391
C: -3.25767 -3.15711 -1.66791
C: -3.95757 -3.36616 -2.84372
C: -3.55832 -2.72371 -4.01092
C: -2.46888 -1.86670 -4.02207
C: -1.76037 -1.64527 -2.84568
S: 0.83354 -0.82602 -3.82499
O: 0.73658 0.46162 -4.44552
O: 1.70653 -0.75090 -2.57321
O: -0.70977 -0.80176 -2.77549
H: -3.52807 -3.64833 -0.74276
H: -4.80208 -4.03959 -2.85729
H: -4.10450 -2.88861 -4.92979
H: -2.15288 -1.35770 -4.92355
Br: 3.28190 1.89970 -1.93590
C: 1.46903 2.28721 -2.20429
C: 1.10477 3.20525 -3.16687
C: -0.24386 3.43392 -3.37591
C: -1.17115 2.82822 -2.53758
C: -0.73176 1.95784 -1.57150
N: 0.58040 1.63614 -1.42239
H: 1.86424 3.68120 -3.76856
H: -0.56616 4.07750 -4.18314
H: -2.22945 3.01837 -2.64139
H: -1.42047 1.47817 -0.88972

Summary:
- spin multiplicity = 5
- total charge = +2
- HOMO-LUMO gap (spin up / spin down) (eV) = 6.24 / 2.85

---

[2]
The following is a DFT calculation (ωB97M-V with the def2-TZVPD basis set) of a molecular structure, C23H26CaN3O2S3SbSe.

Positions of all 60 atoms, in Å:
Ca: -0.06142 -1.32923 2.41297
S: 0.77390 -2.50770 4.85924
Sb: 2.45072 -0.82025 4.25845
S: 0.40918 0.55797 4.54405
S: 2.49614 -1.09762 1.88567
O: -0.04633 -4.83640 -0.92749
C: -0.35432 -4.83981 0.25819
N: -0.41875 -3.73275 1.08637
C: -1.20077 -4.06538 2.13629
O: -1.74777 -3.22170 2.85215
C: -1.35715 -5.56278 2.23655
C: -1.67292 -6.35697 3.35021
C: -1.48902 -7.72042 3.16140
C: -1.13020 -8.25124 1.90458
C: -0.89382 -7.43211 0.80221
C: -0.94215 -6.06079 1.01934
H: -1.94564 -5.96918 4.32294
H: -1.63381 -8.44785 3.97911
H: -1.07473 -9.33747 1.79026
H: -0.59921 -7.88713 -0.15119
C: -3.39564 3.96824 -0.14336
C: -2.22675 3.79367 -1.11434
C: -2.44144 2.62035 -2.05974
C: -2.11753 1.27400 -1.46506
N: -0.65381 1.18543 -1.41621
C: 0.09552 1.44619 -0.33016
Se: -0.55228 1.60761 1.39928
N: 1.38238 1.52357 -0.74200
C: 2.53992 1.98700 -0.01293
C: 2.94866 3.39322 -0.40330
C: 1.99490 4.43445 0.23632
C: 2.10855 4.47475 1.74056
C: 1.45509 1.20138 -2.07989
C: 2.54300 1.04194 -2.92638
C: 2.24430 0.58823 -4.20262
C: 0.91938 0.36577 -4.63696
C: -0.13442 0.56848 -3.80347
C: 0.16228 0.98261 -2.52212
H: -3.19181 4.75761 0.59381
H: -3.57438 3.10031 0.49330
H: -4.32304 4.23125 -0.67553
H: -1.29126 3.64624 -0.55910
H: -2.10815 4.66978 -1.74740
H: -1.86010 2.69246 -2.96744
H: -3.49136 2.58577 -2.32437
H: -2.49973 0.42952 -2.03967
H: -2.48103 1.17528 -0.45322
H: 3.31929 1.20781 -0.14669
H: 2.29852 1.90475 1.05146
H: 3.07019 3.50874 -1.50400
H: 3.96055 3.53467 0.03176
H: 0.96617 4.20057 -0.03198
H: 2.20673 5.44149 -0.15997
H: 1.78071 3.53701 2.19028
H: 1.42893 5.24375 2.15913
H: 3.13776 4.71262 2.08368
H: 3.55200 1.14627 -2.58355
H: 3.03974 0.34774 -4.90367
H: 0.78985 -0.01034 -5.66496
H: -1.16365 0.39861 -4.14079

Summary:
- spin multiplicity = 2
- total charge = -1
- HOMO-LUMO gap (spin up / spin down) (eV) = 7.10 / 6.29

---

[3]
The following is a DFT calculation (ωB97M-V with the def2-TZVPD basis set) of 4 unconnected molecules or ions with the total composition C23H26Cl2N3P.

Positions of all 55 atoms, in Å:
C: 3.95867 0.42302 0.77124
C: 3.07471 1.60671 0.26295
C: 3.47434 2.57047 -0.75670
C: 2.57645 3.66763 -1.12802
C: 1.23632 3.83483 -0.54080
C: 0.83722 2.85732 0.46418
C: -0.56536 2.84664 1.17355
P: -1.47090 1.30482 0.46537
Cl: -3.34190 2.00143 1.11655
Cl: -2.38503 -0.41324 -0.49410
C: 1.74729 1.76541 0.85421
H: 3.92522 0.48090 1.89789
H: 3.58008 -0.57272 0.41025
H: 5.03947 0.53864 0.47779
H: 4.46563 2.47894 -1.25068
H: 2.89830 4.42025 -1.88295
H: 0.54969 4.66002 -0.85503
H: -0.33730 2.72215 2.27221
H: -1.13868 3.79211 1.00809
H: -0.67438 0.45574 1.29853
H: -0.87870 1.61161 -0.80707
H: 1.43004 1.01249 1.61526
C: -8.57529 3.22865 2.08046
C: -9.21467 2.26471 2.84330
C: -8.55091 1.07142 3.08232
N: -7.32910 0.79298 2.61648
C: -6.73268 1.73751 1.88147
C: -7.30738 2.96440 1.58772
H: -9.05986 4.17544 1.87195
H: -10.20545 2.43446 3.24427
H: -9.00917 0.28778 3.67647
H: -5.74315 1.48349 1.51496
H: -6.77644 3.69295 0.98858
C: -3.37680 -3.64878 -2.50972
C: -2.41915 -3.52787 -1.51590
C: -1.83221 -4.68537 -1.02843
N: -2.13825 -5.91447 -1.45828
C: -3.06624 -6.00534 -2.41627
C: -3.71020 -4.91176 -2.97346
H: -3.85863 -2.76792 -2.91844
H: -2.13372 -2.55640 -1.12780
H: -1.07512 -4.64213 -0.25239
H: -3.29584 -7.01408 -2.74382
H: -4.45321 -5.04537 -3.74908
C: 9.53119 -1.68167 -0.79026
C: 8.89037 -1.28717 -1.95355
C: 7.50769 -1.19252 -1.94045
N: 6.75245 -1.46353 -0.87040
C: 7.39390 -1.84374 0.23983
C: 8.77123 -1.96620 0.33278
H: 10.61111 -1.76667 -0.75914
H: 9.45016 -1.05761 -2.85077
H: 6.96158 -0.88480 -2.82597
H: 6.75655 -2.05897 1.09144
H: 9.23612 -2.27661 1.25938

Summary:
- SMILES = Cc1cccc(C[PH2](Cl)Cl)c1.c1ccncc1.c1ccncc1.c1ccncc1
- HOMO-LUMO gap (eV) = 8.94

---

[4]
The following is a DFT calculation (ωB97M-V with the def2-TZVPD basis set) of C23H26ClN3O8S2 in the gas phase.

Positions of all 63 atoms, in Å:
C: -3.23483 6.64897 -4.46260
N: -2.30296 7.54663 -3.82650
C: -0.94286 7.48186 -4.29501
S: -2.45618 7.72013 -2.17904
O: -1.60100 8.79711 -1.77884
O: -3.85070 7.78860 -1.87155
C: -1.78092 6.19926 -1.48406
C: -0.52761 6.21451 -0.90426
C: -0.00334 5.03765 -0.39426
C: -0.73088 3.86542 -0.50009
Cl: -0.06681 2.39245 0.13209
C: -1.99428 3.84142 -1.10560
N: -2.67424 2.63468 -1.19822
C: -3.69639 2.31687 -2.03499
O: -4.22727 3.07039 -2.81406
C: -4.13904 0.85692 -1.90978
O: -3.37642 0.11384 -0.97476
C: -2.48808 -0.78641 -1.46599
O: -2.31497 -0.97199 -2.64299
C: -1.80027 -1.47251 -0.36746
C: -0.91596 -2.44442 -0.62637
C: -0.18475 -3.23890 0.34163
C: 0.50517 -4.37269 -0.10523
C: 1.18745 -5.17934 0.78428
C: 1.19431 -4.85120 2.12707
S: 2.07684 -5.91835 3.26267
O: 1.70707 -7.27760 3.00550
O: 1.90745 -5.40008 4.59224
N: 3.63857 -5.69970 2.68416
C: 4.28898 -4.50208 3.18021
C: 4.92984 -4.74923 4.55038
O: 5.80087 -5.85853 4.50851
C: 5.11571 -7.02908 4.11947
C: 4.50362 -6.86461 2.72695
C: 0.53462 -3.72918 2.59243
C: -0.15382 -2.92480 1.70414
C: -2.51977 5.03880 -1.58558
H: -2.90870 5.60341 -4.41469
H: -4.18890 6.75716 -3.95398
H: -3.35121 6.93706 -5.50789
H: -0.51563 6.47566 -4.19260
H: -0.36301 8.18679 -3.70473
H: -0.90793 7.77653 -5.34398
H: 0.00924 7.14669 -0.84147
H: 0.96578 5.02614 0.07934
H: -2.28638 1.87918 -0.64106
H: -5.18199 0.83882 -1.58151
H: -4.06743 0.39289 -2.90114
H: -2.07701 -1.15969 0.62653
H: -0.74319 -2.68603 -1.66861
H: 0.48836 -4.62100 -1.15598
H: 1.71007 -6.06526 0.46191
H: 3.53616 -3.71637 3.24829
H: 5.05459 -4.21290 2.45291
H: 5.53877 -3.89586 4.85331
H: 4.13339 -4.92009 5.28758
H: 5.85396 -7.83237 4.13132
H: 4.31168 -7.25260 4.83699
H: 3.89390 -7.72969 2.46973
H: 5.29171 -6.72436 1.98046
H: 0.56433 -3.51212 3.64888
H: -0.66359 -2.04662 2.06692
H: -3.50411 5.05983 -2.02101

Summary:
- SMILES = CN(C)S(=O)(=O)c1ccc(Cl)c(NC(=O)COC(=O)/C=C/c2ccc(S(=O)(=O)N3CCOCC3)cc2)c1
- HOMO-LUMO gap (eV) = 8.30

---

Number 1: calculated total energy -4862.8307 a.u., largest force on an atom 3.8 eV/A. Number 2: calculated total energy -5720.9283 a.u., largest force on an atom 1.8 eV/A. Number 3: calculated total energy -2317.9603 a.u., largest force on an atom 2.8 eV/A. Number 4: calculated total energy -2914.7880 a.u., largest force on an atom 1.1 eV/A.